No. 1
Formula: C4H14CrIN3S
Source: the OMol25 dataset
Level of theory: the ωB97M-V functional and the def2-TZVPD basis

Values from the calculation:
E_tot (eV): -56198.3309
HOMO-LUMO gap (spin up / spin down) (Ha): 0.2662 / 0.1885
⟨S²⟩: 6.035

```
! RIJCOSX wB97M-V def2-TZVPD def2/J DEFGRID3
* xyz 0 5
C -0.977 -1.724 -1.689
C 1.843 0.952 -1.656
H -0.537 -2.730 -1.663
H -1.014 -1.389 -2.742
H -2.020 -1.766 -1.344
H 2.831 0.945 -1.186
H 1.954 0.432 -2.629
H 1.521 1.978 -1.878
Cr 0.340 -0.316 -0.904
C -1.104 1.171 -1.186
H -0.683 2.131 -1.518
H -1.728 1.370 -0.298
H -1.765 0.788 -1.981
I 2.155 -2.059 -0.463
N -0.798 -1.017 0.839
N -0.595 -0.337 2.089
C 0.345 0.627 2.093
N 0.692 1.087 3.309
S 0.944 1.320 0.681
H -0.610 -2.019 0.987
H -1.809 -0.995 0.656
H -0.738 -0.903 2.937
H 1.402 1.799 3.388
H 0.351 0.654 4.159
*
```


No. 2
Formula: C23H21ClN4O2S
Source: the OMol25 dataset
Level of theory: the ωB97M-V functional and the def2-TZVPD basis

Values from the calculation:
E_tot (eV): -57587.3264
HOMO-LUMO gap (Ha): 0.2360

```
! RIJCOSX wB97M-V def2-TZVPD def2/J DEFGRID3
* xyz 0 1
C 2.584 2.513 -2.744
H 2.732 3.269 -1.976
H 1.931 2.951 -3.516
C 3.738 1.777 -3.296
N 3.313 0.747 -4.296
C 3.544 -0.536 -3.632
O 4.199 -0.710 -2.542
C 2.689 -1.802 -4.427
H 3.407 -2.297 -5.134
H 1.830 -1.373 -4.839
S 2.346 -3.214 -3.091
C 1.343 -2.108 -2.252
N 0.913 -0.589 -2.546
N 0.321 -0.369 -1.312
C 0.142 -1.282 -0.598
C -0.309 -1.135 0.768
C -1.033 0.211 1.036
C -1.666 0.270 2.251
N -1.989 -0.843 3.205
C -1.187 -1.975 2.952
C -1.492 -2.982 3.779
C -0.689 -4.272 3.734
C -0.093 -4.554 2.608
C 0.201 -3.535 1.639
C -0.736 -2.442 1.627
H 0.544 -3.741 0.750
H 0.301 -5.259 2.352
H -1.050 -5.096 4.513
H -1.886 -2.673 4.741
C -2.366 1.549 2.642
C -2.047 2.586 2.048
C -2.707 3.864 2.269
C -3.673 3.832 3.338
C -4.081 2.771 3.792
C -3.418 1.543 3.473
H -3.739 0.385 4.086
H -5.039 2.625 4.505
Cl -4.252 5.370 3.877
H -2.289 4.771 1.953
H -1.032 2.597 1.349
H -0.920 0.954 0.429
O 1.168 -2.425 -0.894
C 2.918 0.902 -5.517
H 1.828 1.260 -5.383
C 3.542 1.903 -6.305
H 3.025 2.154 -7.135
H 4.585 1.948 -6.230
H 3.328 3.158 -5.678
H 2.799 -0.116 -6.065
H 4.442 1.231 -2.493
H 4.415 2.358 -3.834
H 1.793 1.732 -2.382
*
```


No. 3
Formula: C27H33BrF10O10PS2
Source: the OMol25 dataset
Level of theory: the ωB97M-V functional and the def2-TZVPD basis

Values from the calculation:
E_tot (eV): -177169.8764
HOMO-LUMO gap (Ha): 0.1466
ΔE to the lowest compared entry with this formula, charge and spin (kcal per mole): 325.07

```
! RIJCOSX wB97M-V def2-TZVPD def2/J DEFGRID3
* xyz -1 1
C -2.253 2.418 3.466
C -2.852 3.120 2.113
C -2.697 2.173 0.743
C -1.111 1.632 0.721
C -0.562 1.334 -0.753
C 0.860 0.821 -1.144
P 2.531 1.295 -0.358
S 4.387 1.941 0.543
C 3.053 1.890 -2.124
C 2.192 2.993 -2.938
C 2.015 0.698 1.408
Br 3.697 0.864 2.601
C 1.400 -0.649 1.816
C 0.391 -1.659 1.114
C 2.163 3.133 0.038
F 0.971 3.771 -0.327
F 3.338 4.008 -0.414
F 2.384 3.564 1.482
S 3.545 -0.516 -0.885
O 2.844 -1.319 -2.067
O 4.913 -0.096 -1.596
C 4.193 -1.795 0.204
F 3.253 -2.884 0.696
F 4.751 -2.743 -0.892
C 5.578 -1.690 1.056
F 6.691 -2.592 0.520
F 6.312 -0.406 1.018
C 5.576 -2.176 2.612
F 6.441 -1.210 3.391
F 6.277 -3.504 2.812
F 4.324 -2.285 3.335
H -1.122 2.788 3.559
H -2.215 1.251 3.379
H -2.770 2.731 4.468
H -3.966 3.417 2.332
H -2.238 4.129 1.961
H -2.940 2.831 -0.207
H -3.425 1.268 0.880
H -0.525 2.504 1.291
H -1.113 0.734 1.495
H -0.806 2.314 -1.400
H -1.351 0.552 -1.212
H 0.870 0.819 -2.348
H 0.783 -0.371 -1.043
H 5.398 2.151 -0.383
H 3.083 1.011 -2.934
H 4.169 2.317 -2.140
H 2.557 4.125 -2.812
H 2.303 2.829 -4.119
H 1.037 3.023 -2.762
H 1.307 1.521 1.918
H 2.252 -1.337 2.306
H 0.786 -0.459 2.845
H 0.842 -2.258 0.184
H -0.627 -1.211 0.680
H 0.033 -2.516 1.865
C -3.640 3.406 -5.852
C -2.415 3.218 -5.357
C -2.187 2.361 -4.161
O -1.047 2.191 -3.741
C -3.360 1.747 -3.519
C -4.585 1.938 -4.012
C -4.810 2.772 -5.224
O -5.946 2.915 -5.664
O -5.692 1.366 -3.412
O -1.311 3.812 -5.940
H -3.820 4.025 -6.722
H -3.181 1.141 -2.640
H -6.459 1.652 -3.955
H -0.543 3.522 -5.401
C -1.874 -6.899 2.669
C -1.687 -5.870 1.841
C -2.502 -4.629 1.952
O -2.294 -3.692 1.189
C -3.546 -4.581 2.989
C -3.735 -5.612 3.814
C -2.901 -6.841 3.721
O -3.087 -7.765 4.505
O -4.716 -5.574 4.789
O -0.725 -5.918 0.849
H -1.287 -7.806 2.601
H -4.143 -3.680 3.047
H -4.653 -6.436 5.255
H -0.784 -5.054 0.386
*
```


No. 4
Formula: C39H40BNO7PPtS
Source: the OMol25 dataset
Level of theory: the ωB97M-V functional and the def2-TZVPD basis

Values from the calculation:
E_tot (eV): -80967.8873
HOMO-LUMO gap (spin up / spin down) (Ha): 0.2196 / 0.2635
⟨S²⟩: 2.009

```
! RIJCOSX wB97M-V def2-TZVPD def2/J DEFGRID3
* xyz -1 3
Pt 0.129 -0.166 0.276
O 0.467 -0.176 -2.301
S -0.636 -1.120 -2.548
O -0.476 -1.974 -3.693
O -1.018 -1.796 -1.300
C -2.016 -0.038 -2.878
C -2.858 -0.340 -3.936
C -3.935 0.484 -4.229
C -4.165 1.614 -3.463
C -3.322 1.908 -2.402
C -2.240 1.090 -2.088
P -1.163 1.576 -0.671
C -2.406 2.213 0.497
C -3.520 1.423 0.776
C -4.415 1.795 1.763
C -4.202 2.952 2.498
C -3.088 3.735 2.237
C -2.195 3.367 1.242
C -0.279 3.032 -1.308
C -0.879 4.272 -1.515
C -0.132 5.336 -1.994
C 1.217 5.165 -2.276
C 1.815 3.929 -2.085
C 1.071 2.864 -1.600
H -2.640 -1.217 -4.527
H -4.589 0.246 -5.058
H -4.996 2.270 -3.687
H -3.520 2.788 -1.802
H -3.679 0.502 0.229
H -5.274 1.169 1.969
H -4.899 3.239 3.275
H -2.908 4.637 2.810
H -1.327 3.983 1.052
H -1.928 4.417 -1.290
H -0.603 6.299 -2.144
H 1.802 5.997 -2.646
H 2.864 3.787 -2.306
H 1.531 1.895 -1.459
C 4.782 4.682 2.213
C 3.471 3.947 2.116
C 2.330 4.519 2.667
C 1.118 3.853 2.606
C 1.038 2.612 1.998
C 2.165 2.019 1.435
N 2.102 0.741 0.829
C 2.759 -0.264 1.549
C 2.823 -0.244 2.953
C 3.367 -1.294 3.660
C 3.880 -2.406 2.997
C 3.877 -2.416 1.617
C 3.351 -1.356 0.881
C 3.614 -1.391 -0.603
O 4.145 -2.334 -1.138
O 3.312 -0.286 -1.279
C 3.398 2.698 1.491
C 4.637 2.072 0.910
H 4.659 5.613 2.765
H 5.182 4.930 1.227
H 5.542 4.085 2.720
H 2.398 5.487 3.148
H 0.234 4.292 3.052
H 0.109 2.056 1.989
H 2.814 0.317 -0.651
H 2.408 0.607 3.476
H 3.383 -1.253 4.743
H 4.292 -3.239 3.552
H 4.311 -3.234 1.058
H 5.174 1.479 1.656
H 5.325 2.828 0.533
H 4.394 1.401 0.090
C -0.537 0.873 4.929
C -1.518 -0.044 4.208
C -2.922 0.169 4.746
O -1.493 0.331 2.817
B -0.612 -0.519 2.149
O -0.245 -1.570 2.975
C -1.056 -1.530 4.163
C -0.200 -1.966 5.340
C -2.205 -2.509 3.951
H -0.835 1.907 4.750
H 0.471 0.743 4.539
H -0.525 0.692 6.005
H -3.157 1.233 4.730
H -3.001 -0.185 5.777
H -3.661 -0.349 4.140
H 0.711 -1.376 5.405
H 0.084 -3.010 5.211
H -0.751 -1.874 6.279
H -2.812 -2.217 3.094
H -2.845 -2.578 4.832
H -1.787 -3.494 3.745
*
```


No. 5
Formula: C4H12O2
Source: the OMol25 dataset
Level of theory: the ωB97M-V functional and the def2-TZVPD basis

Values from the calculation:
E_tot (eV): -8437.3444
SMILES: CC[C@H](C)O.O
HOMO-LUMO gap (Ha): 0.4010
ΔE to the lowest compared entry with this formula, charge and spin (kcal per mole): 3.91

```
! RIJCOSX wB97M-V def2-TZVPD def2/J DEFGRID3
* xyz 0 1
C -0.625 0.412 -1.502
C 0.643 -0.442 -1.361
C 1.165 -0.585 0.050
C 2.402 -1.480 0.111
O 0.173 -1.121 0.942
H -1.244 0.001 -2.300
H -0.396 1.450 -1.714
H -1.175 0.416 -0.556
H 0.514 -1.427 -1.806
H 1.419 0.037 -1.962
H 1.464 0.375 0.452
H 2.853 -1.414 1.095
H 2.119 -2.525 -0.029
H 3.178 -1.177 -0.588
H -0.609 -1.332 0.425
O -4.267 3.166 2.907
H -3.669 2.992 2.177
H -3.946 2.654 3.660
*
```


No. 6
Formula: C3H8NO
Source: the OMol25 dataset
Level of theory: the ωB97M-V functional and the def2-TZVPD basis

Values from the calculation:
E_tot (eV): -6763.8242
HOMO-LUMO gap (spin up / spin down) (Ha): 0.3568 / 0.3790
⟨S²⟩: 2.003
ΔE to the lowest compared entry with this formula, charge and spin (kcal per mole): 51.88

```
! RIJCOSX wB97M-V def2-TZVPD def2/J DEFGRID3
* xyz 1 3
C 1.426 1.573 -0.595
C 0.463 0.677 0.015
C -0.848 -1.575 0.340
N -0.540 -0.301 -0.411
O 0.151 1.994 -0.093
H 2.309 1.972 -0.067
H 1.593 1.458 -1.683
H 0.020 0.121 2.437
H -1.883 -1.720 0.301
H -0.122 -2.359 0.160
H -0.678 -1.259 1.398
H -1.441 0.197 -0.381
H -0.450 -0.778 -1.422
*
```